Here is a structure of composition C23H19BrN2OPReSbSe4 in a non-equilibrium geometry from OMol25. Energies are from ωB97M-V/def2-TZVPD.

Calculated values
DFT total energy ... -13911.10864 Ha
Net charge ... +3
2S+1 ... 1
Molar mass ... 1074.1 g/mol

Atoms and positions in Å:
Re (-0.028492, -2.473577, 0.986908)
O (1.397314, 2.710382, 4.443973)
C (0.972605, 1.654316, 3.776884)
C (1.641576, 0.404845, 3.755843)
C (1.399907, -0.679933, 2.969126)
N (0.569962, -0.761081, 1.919632)
C (-0.897737, 1.177366, 2.256797)
Br (-2.705200, 1.419349, 1.815775)
C (-0.349662, 1.895283, 3.241261)
H (2.309595, 2.597887, 4.745432)
H (2.590249, 0.385449, 4.357860)
H (1.962190, -1.608848, 3.100518)
H (-1.120241, 2.415391, 3.826022)
Se (-7.537660, -7.246713, 3.508422)
Sb (-7.065725, -8.576580, 1.759332)
Se (-2.093079, -2.927438, 1.551746)
Se (1.172679, -4.223826, 1.556245)
Se (-6.833548, -9.494641, -0.313532)
N (-0.179124, 0.239549, 1.382255)
P (0.198204, 0.569956, -0.307221)
C (-1.170149, 0.951642, -1.324417)
C (-1.203153, 2.145600, -2.095131)
C (-2.378770, 2.467095, -2.788123)
C (-3.480512, 1.687667, -2.736445)
C (-3.493004, 0.501719, -1.928474)
C (-2.367966, 0.271836, -1.188418)
C (1.460264, 1.805838, -0.433360)
C (2.429911, 1.714978, -1.396378)
C (3.237540, 2.779155, -1.794056)
C (3.215564, 3.926597, -1.006598)
C (2.244855, 4.017025, -0.014728)
C (1.390385, 2.931981, 0.333109)
C (0.823542, -1.191743, -0.657772)
C (2.224583, -1.512085, -0.838015)
C (2.693957, -2.425411, -1.787210)
C (1.656626, -3.182828, -2.410739)
C (0.341730, -3.190403, -2.069283)
C (-0.102159, -2.178263, -1.143102)
H (-0.244651, 2.832937, -2.183543)
H (-2.299917, 3.380579, -3.418488)
H (-4.307348, 1.927801, -3.406545)
H (-4.292089, -0.131042, -1.829653)
H (-2.440281, -0.454383, -0.456328)
H (2.539388, 0.850628, -2.090580)
H (4.126313, 2.571503, -2.461833)
H (3.903011, 4.684256, -1.161575)
H (2.256077, 4.953263, 0.569776)
H (0.687294, 3.173327, 1.101050)
H (2.977930, -0.896127, -0.333270)
H (3.759667, -2.594692, -2.024664)
H (1.919004, -3.645091, -3.262260)
H (-0.378269, -3.718105, -2.696765)
H (-1.133186, -1.932386, -1.399461)

Forces on the atoms, in the same order (eV/Å):
0.64 -0.72 0.32
0.16 -0.61 -0.37
0.45 -0.89 0.24
1.59 3.23 1.43
-1.19 -0.68 -2.11
1.23 -1.73 1.80
0.63 -0.64 -1.07
0.07 -0.02 0.21
-1.64 -1.25 0.07
0.13 0.04 0.29
-1.09 -0.19 -0.53
-0.29 0.35 0.26
0.93 0.39 0.00
-0.03 0.07 0.35
-0.09 -0.24 -0.75
-0.61 0.21 0.07
0.12 0.14 -0.19
0.00 0.03 0.43
-1.28 3.24 -0.64
1.42 -2.12 0.84
-0.51 2.28 -0.03
2.05 0.51 0.05
2.43 1.84 -0.37
-1.43 -2.17 -0.16
2.06 3.35 -1.02
-0.25 -0.41 -0.67
-0.45 -1.07 0.26
0.84 -0.80 -3.45
1.91 -0.75 1.05
-1.79 -1.69 -0.06
0.18 0.05 1.05
0.98 3.24 -0.39
-0.65 0.53 0.36
2.15 0.22 -0.91
-1.83 0.93 1.91
-0.61 0.86 1.30
1.19 0.69 -0.65
-0.91 -0.39 -1.06
-2.21 -1.55 0.14
-0.50 -0.82 0.51
-0.01 -0.07 0.45
-2.03 -1.19 0.10
-0.02 -1.72 1.28
-0.41 0.31 0.99
-1.52 0.43 0.41
1.09 1.53 -0.30
-0.37 -0.71 -0.17
-0.50 -0.44 0.31
-0.40 -0.10 -0.07
-0.81 0.27 0.29
0.91 -2.22 -2.74
0.17 0.05 0.42
0.08 0.36 0.51